No. 1
Density functional theory data (ωB97M-V with the def2-TZVPD basis set) for a cluster of 2 separate species, C2H8OS2 in total in a non-equilibrium geometry.

Geometry (Å):
C 1.678 -2.903 -2.398
S 0.859 -1.369 -1.812
S 1.849 0.324 -2.091
H 0.847 -3.467 -2.827
H 2.252 -3.330 -1.584
H 2.327 -2.682 -3.238
H 2.647 0.475 -1.021
C -1.836 2.353 2.722
O -2.730 2.056 1.656
H -0.823 2.109 2.423
H -1.863 3.440 2.799
H -2.087 1.809 3.632
H -3.121 1.185 1.739

Values from the calculation:
**HOMO-LUMO gap**: 9.78 eV
**Energy above the lowest of the compared OMol25 structures with the same formula, charge and spin**: 26.78 kcal per mole
**Spin multiplicity**: 1
**Charge**: 0
**SMILES**: CSS.CO

---

No. 2
Density functional theory data (ωB97M-V with the def2-TZVPD basis set) for a cluster of 2 separate species, C2H8S in total.

Geometry (Å):
C -2.472 0.149 -1.269
H -1.896 -0.753 -1.038
H -3.094 0.015 -2.151
H -3.078 0.444 -0.407
H -1.778 0.964 -1.519
C 1.320 0.026 -0.652
S 0.795 -0.105 1.067
H 2.024 0.859 -0.676
H 0.446 0.267 -1.254
H 1.844 -0.890 -0.906
H -0.459 0.357 0.865

Values from the calculation:
**Expectation value of S²**: 0.753
**HOMO-LUMO gap (spin up / spin down)**: 12.69 / 7.63 eV
**Energy above the lowest of the compared OMol25 structures with the same formula, charge and spin**: 0.00 kcal per mole
**Spin multiplicity**: 2
**Charge**: +1

---

No. 3
Density functional theory data (ωB97M-V with the def2-TZVPD basis set) for a cluster of 2 separate species, C2H8S2 in total in a non-equilibrium geometry.

Geometry (Å):
C -0.333 0.287 -1.637
S 0.062 0.817 0.032
C -1.592 1.090 0.722
H 0.585 -0.056 -2.108
H -0.794 1.084 -2.213
H -1.026 -0.558 -1.640
H -2.342 0.561 0.169
H -1.565 0.842 1.785
H -1.788 2.161 0.705
S 3.488 -1.926 1.158
H 2.501 -1.234 1.742
H 2.805 -3.067 1.286

Values from the calculation:
**HOMO-LUMO gap**: 9.40 eV
**Energy above the lowest of the compared OMol25 structures with the same formula, charge and spin**: 7.11 kcal per mole
**Spin multiplicity**: 1
**Charge**: 0
**SMILES**: CSC.S

---

No. 4
Density functional theory data (ωB97M-V with the def2-TZVPD basis set) for a cluster of 2 separate species, C2H8S3 in total in a non-equilibrium geometry.

Geometry (Å):
C -1.479 1.336 -2.124
S -2.198 1.138 -3.714
C -2.113 -0.629 -4.025
H -1.055 0.311 -1.872
H -0.850 2.188 -1.912
H -2.459 1.556 -1.712
H -2.154 -1.251 -3.038
H -1.438 -1.097 -4.750
H -3.127 -0.685 -4.416
S 2.706 -0.423 4.141
S 1.322 -0.974 2.561
H 2.670 0.739 3.488
H 0.691 -1.852 3.310

Values from the calculation:
**HOMO-LUMO gap**: 8.03 eV
**Energy above the lowest of the compared OMol25 structures with the same formula, charge and spin**: 38.02 kcal per mole
**Spin multiplicity**: 1
**Charge**: 0
**SMILES**: CSC.SS

---

No. 5
Density functional theory data (ωB97M-V with the def2-TZVPD basis set) for a cluster of 2 separate species, C2H8S4 in total in a non-equilibrium geometry.

Geometry (Å):
C -6.667 -7.246 6.617
S -7.563 -7.604 5.031
S -6.533 -6.536 3.593
H -5.643 -7.655 6.642
H -7.268 -7.755 7.388
H -6.621 -6.170 6.859
H -7.042 -5.303 3.798
C -8.404 -3.284 6.456
S -7.326 -2.031 7.086
S -5.797 -2.058 5.663
H -9.092 -2.732 5.794
H -8.996 -3.788 7.238
H -7.882 -4.051 5.859
H -5.308 -3.216 6.154

Values from the calculation:
**HOMO-LUMO gap**: 9.31 eV
**Energy above the lowest of the compared OMol25 structures with the same formula, charge and spin**: 6.52 kcal per mole
**Spin multiplicity**: 1
**Charge**: 0
**SMILES**: CSS.CSS

---

No. 6
Density functional theory data (ωB97M-V with the def2-TZVPD basis set) for a cluster of 2 separate species, C2H8S4 in total.

Geometry (Å):
C 0.413 0.840 1.633
S 0.234 -0.973 1.368
S 1.695 -1.659 2.605
H 1.363 1.166 1.207
H 0.408 1.012 2.705
H -0.428 1.363 1.171
H 0.920 -1.807 3.690
C 0.346 -0.242 -2.163
S -1.358 -0.542 -2.524
S -2.225 0.958 -1.564
H 0.468 -0.073 -1.095
H 0.765 0.574 -2.747
H 0.864 -1.152 -2.450
H -3.466 0.534 -1.837

Values from the calculation:
**Expectation value of S²**: 0.754
**HOMO-LUMO gap (spin up / spin down)**: 7.69 / 4.37 eV
**Energy above the lowest of the compared OMol25 structures with the same formula, charge and spin**: 0.00 kcal per mole
**Spin multiplicity**: 2
**Charge**: +1

---

No. 7
Density functional theory data (ωB97M-V with the def2-TZVPD basis set) for a structure of composition C2H9BN in a non-equilibrium geometry.

Geometry (Å):
B -0.087 0.840 1.983
C 0.149 -0.293 0.911
C -0.134 0.268 -0.533
N 0.124 -0.695 -1.646
H -0.211 1.877 1.557
H -0.279 0.652 3.163
H 1.259 -0.537 0.886
H -0.430 -1.194 1.168
H -1.445 0.662 -0.773
H 0.497 1.174 -0.594
H 1.026 -1.130 -1.622
H 0.143 -0.174 -2.530
H -0.610 -1.451 -1.970

Values from the calculation:
**HOMO-LUMO gap**: 11.53 eV
**Energy above the lowest of the compared OMol25 structures with the same formula, charge and spin**: 32.05 kcal per mole
**Spin multiplicity**: 1
**Charge**: +1

---

No. 8
Density functional theory data (ωB97M-V with the def2-TZVPD basis set) for a structure of composition C2H9BrMnO5P2Si2 in a non-equilibrium geometry.

Geometry (Å):
O 1.796 -2.923 1.057
C 0.592 -2.589 0.936
Br -0.513 -2.743 2.590
C -0.048 -2.101 -0.474
Si -0.823 -0.382 -0.152
O -2.483 -0.234 -0.654
Si -3.141 1.049 0.384
P 0.272 1.317 -1.056
P 2.096 1.541 0.196
O 2.322 3.037 0.372
O 1.790 0.837 1.724
O 3.342 0.753 -0.642
H 0.750 -2.042 -1.292
H -0.861 -2.868 -0.719
H -0.835 -0.181 1.315
H -1.983 1.725 1.020
H -3.976 0.372 1.387
H -3.858 2.071 -0.375
H 0.626 0.984 -2.416
H 2.242 -0.051 1.773
H 2.955 0.124 -1.303
Mn -0.261 2.306 -3.672

Values from the calculation:
**Expectation value of S²**: 8.762
**HOMO-LUMO gap (spin up / spin down)**: 3.61 / 3.80 eV
**Spin multiplicity**: 6
**Charge**: +2

---

| no. | total energy (eV) |
| --- | --- |
| 1 | -25920.7744 |
| 2 | -13029.3937 |
| 3 | -23873.8387 |
| 4 | -34707.7488 |
| 5 | -45544.4577 |
| 6 | -45536.3740 |
| 7 | -4377.3050 |
| 8 | -148133.2201 |